one.
Below is one molecule with the formula C5H6N2, with properties calculated with wB97M-V/def2-TZVPD.

Cartesian coordinates (Å):
1 C 1.478 -1.274 -0.349
2 C 0.310 -1.528 0.275
3 C -0.544 -0.331 0.243
4 C -1.988 -0.419 0.053
5 N -3.134 -0.374 -0.186
6 C 0.171 0.846 0.288
7 N -0.295 2.097 -0.138
8 H 2.187 -2.042 -0.153
9 H 1.742 -0.592 -1.120
10 H -0.170 -2.373 0.693
11 H 1.172 0.977 0.517
12 H -1.330 2.231 -0.090
13 H 0.403 2.781 -0.032

Values from the calculation:
Kohn-Sham gap   8.96 eV
LUMO   0.610 eV
E_HOMO   -8.354 eV
SMILES   C=C/C(C#N)=C/N

Now the natural (NBO) charges, all in e: atom 1 (C): -0.42, atom 2 (C): -0.16, atom 3 (C): -0.31, atom 4 (C): 0.27, atom 5 (N): -0.34, atom 6 (C): 0.12, atom 7 (N): -0.80, atom 8 (H): 0.19, atom 9 (H): 0.21, atom 10 (H): 0.22, atom 11 (H): 0.20, atom 12 (H): 0.41, atom 13 (H): 0.39

***

two.
Below is one molecule with the formula C5H6N2, with properties calculated with wB97M-V/def2-TZVPD.

Cartesian coordinates (Å):
1 C 1.130 0.327 -2.618
2 C 0.735 0.446 -1.498
3 C 0.491 0.457 -0.054
4 C 1.321 -0.739 0.508
5 N 1.889 -1.618 0.991
6 C -0.940 0.167 0.304
7 N -1.028 -0.084 1.747
8 H 1.596 0.246 -3.570
9 H 0.969 1.400 0.478
10 H -1.648 0.852 -0.023
11 H -1.184 -0.766 -0.189
12 H -1.444 -1.110 1.813
13 H -1.886 0.421 2.112

Values from the calculation:
Kohn-Sham gap   11.11 eV
LUMO   0.709 eV
E_HOMO   -10.400 eV
SMILES   C#C[C@H](C#N)CN

Now the natural (NBO) charges, all in e: atom 1 (C): -0.19, atom 2 (C): -0.02, atom 3 (C): -0.36, atom 4 (C): 0.30, atom 5 (N): -0.33, atom 6 (C): -0.22, atom 7 (N): -0.82, atom 8 (H): 0.24, atom 9 (H): 0.28, atom 10 (H): 0.20, atom 11 (H): 0.19, atom 12 (H): 0.36, atom 13 (H): 0.36

***

Top of the stability list: one, leading by 18.4 kcal/mol.

***

one.
Below is C2H5NOS as an isolated structure, with properties calculated with wB97M-V/def2-TZVPD.

Cartesian coordinates (Å):
1 C 0.785 0.782 -1.584
2 C 0.097 -0.248 0.414
3 H 1.657 0.746 -2.228
4 H -0.363 0.501 -2.212
5 H 0.655 1.960 -1.257
6 H 1.664 -1.015 1.396
7 H 0.253 -0.985 2.455
8 N 0.762 -0.528 1.626
9 O 1.234 -0.143 -0.410
10 S -1.523 0.026 0.048

Values from the calculation:
Kohn-Sham gap   9.55 eV
LUMO   0.730 eV
E_HOMO   -8.820 eV

Now the natural (NBO) charges, all in e: atom 1 (C): -0.31, atom 2 (C): 0.38, atom 3 (H): 0.19, atom 4 (H): 0.24, atom 5 (H): 0.21, atom 6 (H): 0.40, atom 7 (H): 0.40, atom 8 (N): -0.81, atom 9 (O): -0.54, atom 10 (S): -0.16

***

two.
Below is one molecule with the formula C2H5NOS, with properties calculated with wB97M-V/def2-TZVPD.

Cartesian coordinates (Å):
1 C -0.821 -0.327 -0.220
2 C 1.518 0.111 0.211
3 N 0.247 0.435 -0.373
4 O -3.267 -0.757 0.083
5 S -2.325 0.374 -0.161
6 H -0.583 -1.338 0.109
7 H 2.275 0.905 -0.230
8 H 1.446 0.114 1.367
9 H 1.588 -0.952 -0.213
10 H -0.077 1.433 -0.573

Values from the calculation:
Kohn-Sham gap   8.09 eV
LUMO   0.419 eV
E_HOMO   -7.671 eV

Now the natural (NBO) charges, all in e: atom 1 (C): -0.21, atom 2 (C): -0.42, atom 3 (N): -0.57, atom 4 (O): -0.97, atom 5 (S): 0.93, atom 6 (H): 0.22, atom 7 (H): 0.23, atom 8 (H): 0.20, atom 9 (H): 0.22, atom 10 (H): 0.38

***

Top of the stability list: one, leading by 6.7 kcal/mol.

***

one.
Below is one molecule with the formula C5H6N2O2, with properties calculated with wB97M-V/def2-TZVPD.

Cartesian coordinates (Å):
1 C 1.780 -0.285 -0.065
2 C 0.312 -0.029 -0.305
3 C -0.398 -1.069 -1.086
4 N -1.378 -1.580 -0.476
5 O -1.447 -1.129 0.794
6 C -0.521 0.120 0.938
7 C -1.339 1.352 0.686
8 N -0.935 1.950 -0.348
9 O 0.110 1.371 -0.926
10 H 2.126 0.702 0.225
11 H 2.256 -0.714 -1.060
12 H 1.803 -1.196 0.578
13 H -0.163 -1.120 -2.148
14 H -0.094 0.034 1.879
15 H -2.111 1.593 1.313

Values from the calculation:
Kohn-Sham gap   10.61 eV
LUMO   0.752 eV
E_HOMO   -9.855 eV
SMILES   C[C@@]12C=NO[C@@H]1C=NO2

Now the natural (NBO) charges, all in e: atom 1 (C): -0.63, atom 2 (C): 0.14, atom 3 (C): -0.04, atom 4 (N): -0.03, atom 5 (O): -0.35, atom 6 (C): -0.02, atom 7 (C): -0.03, atom 8 (N): -0.03, atom 9 (O): -0.35, atom 10 (H): 0.25, atom 11 (H): 0.22, atom 12 (H): 0.24, atom 13 (H): 0.22, atom 14 (H): 0.22, atom 15 (H): 0.21

***

two.
Below is one molecule with the formula C5H6N2O2, with properties calculated with wB97M-V/def2-TZVPD.

Cartesian coordinates (Å):
1 C 3.140 -0.720 0.628
2 C 2.083 -0.670 0.065
3 C 0.965 0.021 -0.694
4 C 0.411 1.164 0.145
5 O -1.056 1.256 -0.161
6 C -1.179 -0.164 -0.376
7 N -2.452 -0.735 -0.469
8 O -3.005 -0.631 0.957
9 N -0.215 -0.835 -0.835
10 H 4.060 -1.105 1.090
11 H 1.216 0.503 -1.740
12 H 0.899 2.189 -0.059
13 H 0.764 1.050 1.324
14 H -2.139 -1.747 -0.904
15 H -3.491 0.423 1.030

Values from the calculation:
Kohn-Sham gap   10.17 eV
LUMO   0.518 eV
E_HOMO   -9.653 eV
SMILES   C#C[C@@H]1COC(NO)=N1

Now the natural (NBO) charges, all in e: atom 1 (C): -0.22, atom 2 (C): -0.01, atom 3 (C): -0.18, atom 4 (C): -0.10, atom 5 (O): -0.49, atom 6 (C): 0.64, atom 7 (N): -0.36, atom 8 (O): -0.58, atom 9 (N): -0.49, atom 10 (H): 0.25, atom 11 (H): 0.23, atom 12 (H): 0.21, atom 13 (H): 0.20, atom 14 (H): 0.41, atom 15 (H): 0.49

***

three.
Below is a 3-piece molecular cluster, C5H6N2O2 overall, with properties calculated with wB97M-V/def2-TZVPD.

Cartesian coordinates (Å):
1 C 1.274 0.233 -0.303
2 C 0.003 2.143 0.012
3 C -1.244 1.413 -0.076
4 C -1.175 0.064 -0.147
5 C 0.037 -0.455 -0.462
6 H 1.622 -1.280 1.106
7 H 2.060 -2.070 -0.363
8 H -0.143 3.197 0.265
9 H -2.090 2.032 -0.300
10 H -2.209 -1.556 0.281
11 H 0.566 -2.140 0.227
12 N 2.510 -0.600 0.041
13 N 1.280 1.457 -0.135
14 O -2.269 -0.685 0.005
15 O -0.224 -1.753 -0.152

Values from the calculation:
Kohn-Sham gap   8.00 eV
LUMO   -0.769 eV
E_HOMO   -8.774 eV

Now the natural (NBO) charges, all in e: atom 1 (C): 0.28, atom 2 (C): 0.03, atom 3 (C): -0.29, atom 4 (C): 0.30, atom 5 (C): 0.12, atom 6 (H): 0.27, atom 7 (H): 0.28, atom 8 (H): 0.21, atom 9 (H): 0.23, atom 10 (H): 0.51, atom 11 (H): 0.46, atom 12 (N): -0.59, atom 13 (N): -0.45, atom 14 (O): -0.66, atom 15 (O): -0.69

***

Top of the stability list: one, leading by 54.0 kcal/mol.

***

one.
Below is one molecule with the formula C2H2N2O, with properties calculated with wB97M-V/def2-TZVPD.

Cartesian coordinates (Å):
1 O 1.431 1.232 -0.041
2 C 1.151 0.059 0.007
3 N 0.211 -0.808 0.036
4 C -1.410 0.022 -0.013
5 N -1.216 1.183 -0.060
6 H 1.899 -0.825 0.052
7 H -2.053 -0.841 0.016

Values from the calculation:
Kohn-Sham gap (alpha / beta)   8.54 / 8.54 eV
LUMO (alpha / beta)   -2.225 / -2.226 eV
E_HOMO (alpha / beta)   -10.770 / -10.770 eV

Now the natural (NBO) charges, all in e: atom 1 (O): -0.51, atom 2 (C): 0.43, atom 3 (N): -0.39, atom 4 (C): 0.05, atom 5 (N): -0.14, atom 6 (H): 0.27, atom 7 (H): 0.29

***

two.
Below is a 2-piece molecular cluster, C2H2N2O overall, with properties calculated with wB97M-V/def2-TZVPD.

Cartesian coordinates (Å):
1 N 0.993 -0.776 0.001
2 C 1.646 0.215 -0.291
3 O 2.140 1.227 -0.591
4 H 1.414 -1.652 0.271
5 C -2.045 0.320 0.192
6 N -3.035 0.908 0.270
7 H -1.111 -0.214 0.121

Values from the calculation:
Kohn-Sham gap   12.22 eV
LUMO   0.363 eV
E_HOMO   -11.861 eV
SMILES   N=C=O.C#N

Now the natural (NBO) charges, all in e: atom 1 (N): -0.82, atom 2 (C): 0.88, atom 3 (O): -0.47, atom 4 (H): 0.43, atom 5 (C): 0.06, atom 6 (N): -0.32, atom 7 (H): 0.24

***

Top of the stability list: two, leading by 91.0 kcal/mol.

***

one.
Below is one molecule with the formula C4H11NO, with properties calculated with wB97M-V/def2-TZVPD.

Cartesian coordinates (Å):
1 C 0.492 -1.647 1.337
2 C -0.524 -0.654 0.935
3 N -1.323 -0.957 -0.239
4 C 0.063 0.742 0.592
5 C 0.500 0.726 -0.902
6 O 0.834 1.891 -1.602
7 H -0.144 -2.668 1.606
8 H 0.864 -1.375 2.312
9 H 1.328 -1.817 0.675
10 H -1.149 -0.470 1.797
11 H -0.825 -1.584 -0.883
12 H -2.272 -1.201 -0.123
13 H -0.560 1.670 0.561
14 H 0.820 1.200 1.344
15 H 1.554 0.185 -1.133
16 H -0.295 0.238 -1.549
17 H 0.080 2.391 -1.879

Values from the calculation:
Kohn-Sham gap   9.88 eV
LUMO   1.044 eV
E_HOMO   -8.832 eV
SMILES   C[C@H](N)CCO

Now the natural (NBO) charges, all in e: atom 1 (C): -0.61, atom 2 (C): -0.07, atom 3 (N): -0.87, atom 4 (C): -0.45, atom 5 (C): -0.07, atom 6 (O): -0.73, atom 7 (H): 0.20, atom 8 (H): 0.22, atom 9 (H): 0.22, atom 10 (H): 0.20, atom 11 (H): 0.36, atom 12 (H): 0.38, atom 13 (H): 0.21, atom 14 (H): 0.21, atom 15 (H): 0.16, atom 16 (H): 0.19, atom 17 (H): 0.46

***

two.
Below is a 2-piece molecular cluster, C4H11NO overall, with properties calculated with wB97M-V/def2-TZVPD.

Cartesian coordinates (Å):
1 C -0.276 2.027 -1.345
2 C -1.238 1.186 -0.536
3 N -2.103 0.451 -1.334
4 O -1.364 1.117 0.670
5 H -0.111 2.983 -0.857
6 H -0.669 2.194 -2.345
7 H 0.614 1.418 -1.516
8 H -2.669 -0.204 -0.822
9 H -1.982 0.337 -2.331
10 C 1.553 -0.777 1.013
11 C 0.931 -2.072 1.539
12 H 0.771 -0.103 0.667
13 H 2.045 -0.267 1.844
14 H 2.259 -1.021 0.219
15 H 1.633 -2.909 1.565
16 H 0.566 -1.959 2.567
17 H 0.042 -2.400 1.000

Values from the calculation:
Kohn-Sham gap   10.87 eV
LUMO   0.856 eV
E_HOMO   -10.018 eV
SMILES   CC(N)=O.CC

Now the natural (NBO) charges, all in e: atom 1 (C): -0.72, atom 2 (C): 0.68, atom 3 (N): -0.84, atom 4 (O): -0.61, atom 5 (H): 0.24, atom 6 (H): 0.22, atom 7 (H): 0.24, atom 8 (H): 0.40, atom 9 (H): 0.39, atom 10 (C): -0.62, atom 11 (C): -0.61, atom 12 (H): 0.22, atom 13 (H): 0.21, atom 14 (H): 0.20, atom 15 (H): 0.20, atom 16 (H): 0.20, atom 17 (H): 0.20

***

Top of the stability list: two, leading by 53.8 kcal/mol.

***

one.
Below is a 2-piece molecular cluster, C4H11NO overall, with properties calculated with wB97M-V/def2-TZVPD.

Cartesian coordinates (Å):
1 C -0.305 2.254 -0.062
2 N -0.490 1.060 0.292
3 C 0.667 0.158 0.081
4 C -0.008 -1.205 -0.279
5 C -0.409 -1.190 -1.743
6 H 0.528 2.684 -0.618
7 H -1.082 2.995 0.076
8 H 1.259 0.444 -0.797
9 H 1.232 0.111 0.993
10 H 0.763 -1.970 -0.166
11 H -0.790 -1.397 0.456
12 H -1.153 -1.935 -2.018
13 H -0.731 -0.225 -2.124
14 H 0.500 -1.437 -2.304
15 O 0.094 0.036 3.098
16 H -0.772 -0.059 2.670
17 H 0.696 -0.325 2.445

Values from the calculation:
Kohn-Sham gap   11.16 eV
LUMO   1.030 eV
E_HOMO   -10.129 eV
SMILES   C=NCCC.O

Now the natural (NBO) charges, all in e: atom 1 (C): -0.04, atom 2 (N): -0.40, atom 3 (C): -0.25, atom 4 (C): -0.40, atom 5 (C): -0.61, atom 6 (H): 0.14, atom 7 (H): 0.16, atom 8 (H): 0.18, atom 9 (H): 0.18, atom 10 (H): 0.20, atom 11 (H): 0.21, atom 12 (H): 0.22, atom 13 (H): 0.21, atom 14 (H): 0.20, atom 15 (O): -0.93, atom 16 (H): 0.48, atom 17 (H): 0.45

***

two.
Below is one molecule with the formula C4H11NO, with properties calculated with wB97M-V/def2-TZVPD.

Cartesian coordinates (Å):
1 C 1.658 -0.213 0.101
2 C 0.299 -0.829 -0.226
3 N 0.315 -1.164 -1.667
4 C -0.855 0.162 0.101
5 C -0.744 0.793 1.461
6 O -0.796 1.212 -0.899
7 H 1.700 0.803 -0.274
8 H 1.832 -0.195 1.170
9 H 2.424 -0.849 -0.344
10 H 0.135 -1.771 0.314
11 H 0.108 -0.309 -2.183
12 H -0.487 -1.749 -1.893
13 H -1.760 -0.424 -0.101
14 H 0.114 1.452 1.466
15 H -1.602 1.422 1.675
16 H -0.654 0.078 2.275
17 H -1.687 1.584 -0.976

Values from the calculation:
Kohn-Sham gap   10.04 eV
LUMO   0.810 eV
E_HOMO   -9.232 eV
SMILES   C[C@H](N)[C@@H](C)O

Now the natural (NBO) charges, all in e: atom 1 (C): -0.63, atom 2 (C): -0.06, atom 3 (N): -0.83, atom 4 (C): 0.08, atom 5 (C): -0.64, atom 6 (O): -0.75, atom 7 (H): 0.22, atom 8 (H): 0.20, atom 9 (H): 0.23, atom 10 (H): 0.19, atom 11 (H): 0.37, atom 12 (H): 0.34, atom 13 (H): 0.16, atom 14 (H): 0.22, atom 15 (H): 0.21, atom 16 (H): 0.21, atom 17 (H): 0.47

***

three.
Below is a 2-piece molecular cluster, C4H11NO overall, with properties calculated with wB97M-V/def2-TZVPD.

Cartesian coordinates (Å):
1 C -0.515 -0.921 1.096
2 C 0.798 -0.102 0.721
3 C 0.995 -0.098 -0.871
4 C -0.290 0.156 -1.545
5 O -2.053 1.383 -0.055
6 N 1.886 -0.688 1.323
7 H -0.410 -1.982 0.848
8 H -0.419 -0.969 2.179
9 H -1.355 -0.378 0.658
10 H 0.513 0.924 0.990
11 H 1.590 -0.964 -1.178
12 H 1.743 0.688 -1.010
13 H -0.172 0.704 -2.484
14 H -0.949 0.849 -0.860
15 H -2.495 2.241 -0.260
16 H -0.853 -0.751 -1.711
17 H 1.984 -0.091 2.158

Values from the calculation:
Kohn-Sham gap   4.28 eV
LUMO   -3.614 eV
E_HOMO   -7.898 eV

Now the natural (NBO) charges, all in e: atom 1 (C): -0.54, atom 2 (C): -0.10, atom 3 (C): -0.36, atom 4 (C): -0.63, atom 5 (O): -1.00, atom 6 (N): -0.30, atom 7 (H): 0.22, atom 8 (H): 0.22, atom 9 (H): 0.31, atom 10 (H): 0.22, atom 11 (H): 0.22, atom 12 (H): 0.21, atom 13 (H): 0.23, atom 14 (H): 0.33, atom 15 (H): 0.45, atom 16 (H): 0.21, atom 17 (H): 0.32

***

Top of the stability list: two, leading by 24.9 kcal/mol.